{
  "formula": "C27H57BF8N9O19P2S2",
  "method": "ωB97M-V/def2-TZVPD",
  "charge": 1,
  "homo_ev": -9.60,
  "total_energy_ha": -5287.4803,
  "lumo_energy_ev": -2.5258,
  "elements": ["C", "C", "C", "H", "F", "O", "N", "C", "H", "O", "C", "H", "N", "H", "H", "O", "H", "C", "O", "O", "H", "O", "C", "P", "H", "C", "O", "H", "H", "H", "H", "H", "H", "O", "F", "O", "N", "C", "C", "C", "H", "S", "N", "H", "C", "H", "N", "H", "O", "F", "C", "H", "O", "F", "C", "O", "F", "H", "C", "H", "H", "O", "C", "N", "F", "H", "H", "N", "F", "O", "H", "H", "H", "C", "H", "O", "H", "F", "H", "H", "C", "H", "H", "H", "H", "H", "H", "C", "H", "H", "C", "N", "C", "S", "O", "H", "H", "C", "C", "C", "H", "H", "H", "C", "H", "P", "H", "H", "H", "B", "O", "H", "H", "O", "C", "H", "H", "N", "O", "C", "H", "H", "H", "H", "H"],
  "coordinates": [[-2.64753, 1.10403, -1.08321], [1.33192, -2.60971, -0.30263], [0.35394, 2.99391, 1.50469], [0.34897, -3.31476, 1.37096], [-1.93220, 3.58349, 1.42804], [-0.88166, -4.29765, 3.52514], [2.51760, 0.50222, 8.70672], [-0.10455, -1.54438, 4.31650], [2.85455, 7.32258, -3.93146], [-1.00563, -0.88534, -1.76434], [-0.64094, 0.36598, 2.87434], [1.22679, 6.99450, -4.59382], [-3.38104, -3.55103, 3.79104], [0.73215, -3.00968, -1.11826], [-3.28729, 0.48794, -1.70195], [-3.66284, 1.17728, -4.13763], [-0.28811, 1.37557, 5.71117], [0.35920, -2.36197, 0.85289], [2.98392, 0.07897, 7.66474], [0.15599, 2.60366, 2.85837], [-4.29589, -4.25576, -6.89243], [-4.47530, -4.23304, -4.31297], [1.31451, 3.51224, -1.53421], [2.44285, -1.89200, 2.60268], [-1.77877, -3.50459, -3.01313], [-1.70411, -0.11102, 6.26679], [-1.99623, 0.33177, -0.06360], [-4.13411, -4.15424, 3.50211], [3.95937, -1.50120, -2.08298], [0.40031, -2.50474, 4.39688], [1.37563, 3.35500, 1.41436], [3.73072, 6.51936, -8.65816], [-2.85939, -3.46490, -6.17837], [-4.85922, 2.62928, -3.09838], [0.46294, 2.47478, -1.37703], [2.14971, -3.33615, 3.22927], [5.32946, 5.94291, -9.87573], [-0.68190, 4.06474, 1.21676], [-0.41355, 0.66012, 6.52304], [0.57803, 1.26552, 3.06942], [-0.87399, -4.62346, -1.97064], [-3.14425, -0.90240, 2.40021], [-1.66551, -3.30709, 0.10028], [-1.33214, 0.61065, 3.67262], [-1.85314, -4.19469, -2.17600], [2.22181, 5.65170, -3.95993], [0.79670, -1.39586, 1.93623], [-4.86343, 3.56497, -5.50749], [2.90819, 7.39510, -6.52089], [-1.00784, 6.02757, -0.04356], [2.21367, -7.34515, 0.88583], [-2.42263, 0.50473, 5.73243], [5.41852, 6.92297, -10.58055], [0.70021, 5.74236, -1.85757], [2.23294, 6.60853, -4.46273], [5.68369, 4.82495, -10.18313], [-0.48446, 5.06377, 2.12746], [-4.24167, -3.34937, -1.99676], [-0.38254, -1.16479, 2.85381], [-0.51585, 1.27403, 7.41141], [-1.11599, 0.69602, 1.95174], [0.82029, -5.70629, 1.78001], [-1.14497, -2.03680, 0.55551], [1.11263, -6.89730, 1.78121], [1.67986, 5.31051, 0.04112], [-3.92821, -2.04861, -0.80838], [-2.16717, -0.34650, 7.21969], [2.81989, 6.41577, -5.81610], [2.49138, 3.16142, -0.94833], [3.16859, 5.29268, -6.11999], [1.79679, -8.07952, 0.20388], [5.35442, 6.85328, -7.99713], [-3.08588, -3.74831, 4.73901], [-3.90279, 3.27876, -5.09120], [1.41367, 1.03857, 2.39896], [2.80866, -0.86088, 3.77696], [1.85770, 2.43413, 9.14825], [-1.51165, 4.16967, -1.05057], [1.98059, -3.43527, -0.01284], [-3.29665, 1.81147, -0.57619], [-2.37394, -3.49887, -0.95262], [2.42285, -1.23311, -2.83408], [1.99833, 0.41388, -0.25489], [3.32828, 1.90952, 10.02024], [2.97944, -7.79112, 1.51321], [-1.94805, 1.67718, -1.68313], [1.04529, -0.56569, 1.39170], [-0.61293, 4.73383, -0.20106], [-0.41754, -4.93424, 2.95063], [2.90689, -3.90723, 3.07577], [2.26501, -1.48736, -0.73362], [-4.16228, 2.27637, -4.02163], [-3.37812, -4.40637, -6.33287], [-1.53097, -1.69352, 5.39260], [0.57363, -7.73207, 2.45081], [0.48427, 0.05198, 6.54537], [4.71947, 5.18290, -8.01589], [-3.82544, -3.11267, -1.02459], [2.80900, 1.91747, 9.06717], [4.73300, 6.13581, -8.52374], [0.16131, 2.11420, 0.89122], [2.59566, -6.48521, 0.34851], [-3.26932, 2.82317, -5.84222], [-1.59242, -1.82693, 2.11611], [3.07830, -1.37120, -0.02568], [-2.12593, -3.65727, 2.65936], [-2.48929, -5.03890, -2.44016], [3.42533, 2.34986, 8.28879], [-2.73833, -5.13333, -6.81765], [-1.40342, -0.82076, -0.45600], [1.83501, -0.12929, 9.47427], [-0.41920, -1.62442, -1.93030], [0.98543, 1.23439, 4.07448], [-3.31868, -6.01562, -4.67037], [0.79256, 4.81174, -0.85430], [2.39312, -1.03256, 4.63880], [2.82545, -2.87996, -2.34025], [-3.75494, -4.93226, -4.99220], [1.61250, -0.21656, -0.86591], [2.92708, -1.83240, -2.07908], [-4.33175, -3.72143, -0.27505], [-3.41435, 4.12963, -4.62679], [1.49854, 3.66805, -2.59365], [-3.97317, -1.54609, 1.56653], [0.56662, -0.82848, 4.77991]]
}